6
Properties=species:S:1:pos:R:3 method="wB97M-V/def2-TZVPD" orbital_gap_ev="4.59 / 4.46" charge=0 de_lowest_kcal_mol=127.2
C -1.5210 -0.3224 -0.0500
N -0.9080 0.7075 0.1057
O -2.2839 -1.1807 0.1635
O -0.0320 1.4896 -0.2523
S 2.7834 0.1448 0.1996
H 1.9616 -0.8388 -0.1665

---

6
Properties=species:S:1:pos:R:3 method="wB97M-V/def2-TZVPD" orbital_gap_ev="7.23 / 7.24" charge=0 de_lowest_kcal_mol=111.7
C -1.2954 1.1813 0.1149
N -1.3573 2.3207 0.2804
O 1.4726 -1.3596 -0.4356
O 0.5866 -1.1815 0.5452
S -1.5299 -0.4630 -0.1037
H 2.1235 -0.4980 -0.4012

---

6
Properties=species:S:1:pos:R:3 method="wB97M-V/def2-TZVPD" orbital_gap_ev="7.06 / 8.30" s2=2.0071 charge=0 multiplicity=3 de_lowest_kcal_mol=172.0
C 0.4156 -0.2233 -0.3109
N -0.5254 0.3657 0.5927
O -1.4912 0.8726 0.0530
O -0.1438 0.4850 1.7207
S 1.9222 0.3131 -0.4466
H -0.1773 -1.8131 -1.6090

---

6
Properties=species:S:1:pos:R:3 method="wB97M-V/def2-TZVPD" orbital_gap_ev="8.62 / 8.62" smiles="O=C=[N+]([O-])O" charge=0 de_lowest_kcal_mol=89.2
O -2.2697 0.5288 -0.0565
C -1.1562 0.2608 -0.1573
N -0.0140 -0.1295 0.0938
O 0.2441 -1.3512 -0.0369
O 1.1755 0.6600 0.0059
H 2.0204 0.0310 0.1510